(1)
{"formula": "C3H15NO5", "method": "ωB97M-V/def2-TZVPD", "symbols": ["C", "N", "C", "C", "O", "H", "H", "H", "H", "H", "H", "H", "O", "H", "H", "O", "H", "H", "O", "H", "H", "O", "H", "H"], "positions_angstrom": [[-0.190, -0.874, 2.416], [-0.301, 0.050, 1.257], [-1.351, 0.038, 0.405], [-2.576, -0.826, 0.534], [-1.127, 0.700, -0.620], [0.213, -1.795, 2.161], [-1.348, -1.007, 2.750], [0.345, -0.691, 3.269], [0.277, 0.896, 1.201], [-3.304, -0.513, -0.056], [-2.419, -1.917, 0.637], [-3.201, -0.636, 1.365], [-2.320, 0.207, -2.777], [-2.271, 1.074, -3.246], [-1.956, 0.362, -1.908], [2.439, -0.442, -2.264], [2.647, 0.131, -1.600], [2.307, -0.030, -3.097], [4.063, -0.584, 1.271], [4.046, -0.208, 0.424], [3.157, -1.008, 1.176], [1.266, 2.265, -1.330], [0.349, 2.502, -1.511], [1.255, 2.308, -0.457]], "forces_ev_per_angstrom": [[-5.6, 0.5, -1.3], [0.6, -0.4, 2.7], [1.6, 0.3, -1.7], [2.6, -1.6, 3.0], [-1.2, 0.3, 1.0], [0.3, -2.0, -1.2], [2.9, -0.2, -0.4], [1.4, 2.1, 1.9], [-0.3, -1.0, -0.2], [-2.5, 0.7, -4.3], [0.2, 0.7, -0.8], [0.2, 0.5, 2.3], [-0.8, 0.7, -2.2], [-0.1, -1.2, 0.6], [0.5, 0.4, 0.6], [-0.5, -4.0, -1.5], [0.5, 2.9, 2.0], [-0.1, 1.0, -0.6], [-2.4, -1.6, 1.2], [0.9, 1.3, -2.1], [1.5, 0.3, 0.9], [-0.2, 0.2, -5.8], [0.0, -0.3, -0.5], [0.4, 0.2, 6.3]], "lowdin_charge": [-0.05, 0.03, -0.45, 0.02, 0.00, 0.05, 0.13, 0.04, 0.14, 0.04, 0.12, 0.07, -0.09, 0.04, -0.08, 0.00, -0.05, 0.03, -0.05, -0.02, 0.07, 0.01, 0.05, -0.06], "smiles": "CNC(C)=O.O.O.O.O", "orbital_gap_ev": 10.3, "e_above_lowest_ev": 3.066, "energy_ev": -15079.9377}


(2)
{"formula": "C3H16N2O3", "method": "ωB97M-V/def2-TZVPD", "symbols": ["N", "C", "C", "N", "C", "H", "H", "H", "H", "H", "H", "H", "H", "H", "H", "H", "H", "O", "H", "H", "O", "H", "H", "O"], "positions_angstrom": [[-0.159, -0.071, 1.505], [0.091, -1.259, 0.686], [-0.219, -0.873, -0.784], [0.849, -1.067, -1.647], [1.841, 0.005, -1.564], [-0.675, -0.263, 2.360], [1.532, 0.686, 1.785], [-0.492, -2.142, 0.904], [1.162, -1.492, 0.745], [-0.539, 0.332, -0.686], [-1.151, -1.315, -1.123], [0.478, -1.094, -2.588], [1.387, 0.932, -1.967], [2.713, -0.273, -2.146], [2.200, 0.114, -0.538], [-0.215, 1.085, -0.452], [2.880, 0.851, 2.503], [2.401, 1.160, 1.730], [-3.873, -0.420, -0.678], [-2.821, 0.535, 0.029], [-3.186, -0.388, -0.008], [-1.931, 2.563, 0.411], [-0.756, 0.696, 1.047], [-1.518, 1.697, 0.475]], "forces_ev_per_angstrom": [[-0.2, -0.4, 0.7], [0.2, 1.8, -0.6], [1.0, -1.6, 1.3], [-0.7, 0.8, -0.7], [0.3, -0.5, 0.0], [0.3, -0.3, -0.1], [0.0, 0.3, -0.1], [-0.3, -0.2, 0.3], [-0.2, -0.3, -0.1], [-0.2, -0.8, -0.9], [-0.2, 0.4, -0.1], [0.3, -0.2, -0.2], [0.3, -0.1, 0.4], [0.0, 0.1, -0.3], [-0.3, 0.3, 0.0], [-1.3, 1.2, 0.8], [0.1, 0.1, 0.0], [-0.2, -0.4, 0.0], [0.0, 0.2, 0.0], [0.0, -0.5, 0.1], [0.1, 0.2, -0.1], [0.4, 0.2, 0.0], [0.6, -1.1, 1.2], [-0.2, 0.7, -1.6]], "lowdin_charge": [-0.04, -0.21, -0.20, -0.09, -0.08, 0.09, -0.01, 0.11, 0.11, 0.08, 0.13, 0.12, 0.10, 0.08, 0.07, 0.27, 0.02, -0.11, 0.03, 0.00, -0.10, 0.01, -0.05, -0.34], "orbital_gap_ev": 8.8, "e_above_lowest_ev": 5.044, "energy_ev": -12488.6840}


(3)
{"formula": "C3H16N2O4", "method": "ωB97M-V/def2-TZVPD", "symbols": ["H", "N", "C", "N", "C", "C", "H", "H", "H", "H", "H", "H", "H", "O", "H", "H", "O", "H", "H", "O", "H", "H", "O", "H", "H"], "positions_angstrom": [[1.948, 0.777, 2.461], [1.235, 0.725, 1.672], [1.746, 1.295, 0.651], [0.876, 1.652, -0.343], [1.209, 1.322, -1.768], [1.612, -0.192, -1.889], [2.901, 1.547, 0.387], [-0.045, 1.305, -0.273], [1.902, 2.098, -2.062], [0.419, 1.393, -2.522], [1.018, -0.807, -1.217], [2.651, -0.280, -1.775], [1.208, -0.615, -2.929], [-2.664, -2.562, -0.143], [-2.091, -1.791, -0.157], [-1.979, -3.175, -0.019], [-0.216, -2.645, 1.313], [-0.976, -2.325, 1.881], [0.336, -1.847, 1.243], [-1.975, 1.476, -0.349], [-2.608, 0.752, -0.758], [-2.486, 1.887, 0.480], [-1.565, -0.202, 2.161], [-0.784, 0.102, 2.650], [-1.673, 0.109, 1.304]], "forces_ev_per_angstrom": [[-1.0, -0.6, -1.2], [2.2, 0.6, 2.2], [0.9, 0.3, -1.5], [0.6, -0.1, -2.6], [0.5, -0.8, 0.4], [-2.4, 0.6, -2.8], [-2.6, -0.5, 1.0], [-1.2, -0.1, 1.3], [0.9, -0.5, -0.5], [-0.7, 0.7, 1.1], [0.3, 0.2, 0.5], [1.3, -0.8, 0.2], [1.5, 1.0, 1.9], [-1.1, 1.5, -0.5], [-0.3, 0.5, 0.0], [1.3, -2.0, 0.4], [-0.8, 0.7, 0.8], [1.2, -0.3, -0.9], [-0.2, -0.3, 0.1], [-3.5, -1.1, 1.4], [1.6, 2.4, 1.4], [1.5, -1.4, -2.8], [-0.6, -1.7, 3.4], [-0.2, 0.4, -1.3], [0.7, 1.4, -2.1]], "lowdin_charge": [0.07, 0.06, -0.34, -0.03, -0.23, -0.08, 0.17, 0.04, 0.10, 0.10, 0.05, 0.04, 0.11, -0.04, 0.00, -0.01, -0.10, 0.05, 0.01, -0.14, 0.12, 0.13, -0.05, 0.04, -0.06], "smiles": "[H]/N=C/NCC.O.O.O.O", "orbital_gap_ev": 9.6, "e_above_lowest_ev": 1.503, "energy_ev": -14539.1443}


(4)
{"formula": "C3H16NO3", "method": "ωB97M-V/def2-TZVPD", "symbols": ["C", "C", "C", "N", "H", "H", "H", "H", "H", "H", "H", "H", "H", "H", "H", "H", "O", "H", "H", "O", "H", "H", "O"], "positions_angstrom": [[0.449, 0.096, -0.732], [-0.606, -0.899, -0.371], [-0.409, -2.311, -0.685], [-0.810, -0.754, 1.163], [0.613, 0.986, -0.075], [1.526, -0.475, -0.646], [0.448, 0.473, -1.836], [-1.602, -0.418, -0.741], [-0.526, -2.854, 0.242], [0.547, -2.629, -1.005], [-1.239, -2.792, -1.416], [-1.790, -0.919, 1.451], [-0.308, -1.328, 1.782], [-0.595, 0.296, 1.449], [0.163, 1.913, 1.971], [1.199, 1.335, 3.000], [0.668, 1.135, 2.296], [-2.187, 3.897, 0.213], [-1.979, 4.419, 1.550], [-2.130, 3.621, 1.047], [3.570, -0.642, -2.942], [2.329, -1.524, -2.976], [2.669, -0.626, -2.739]], "forces_ev_per_angstrom": [[4.6, -0.3, -1.6], [-2.6, 3.4, 0.5], [-2.9, -2.8, -1.4], [-2.1, 3.4, -0.2], [-0.7, -0.8, -0.6], [-2.5, 1.5, -0.3], [-0.3, -0.9, 2.0], [1.5, -1.4, 0.4], [-0.3, -0.5, 0.2], [1.1, 0.2, -0.7], [2.0, 1.3, 1.6], [0.4, 0.0, -0.6], [1.6, -1.0, 0.6], [-0.2, -2.9, -0.3], [0.9, 0.0, 0.8], [2.0, 1.2, 2.9], [-2.8, -0.3, -3.4], [-0.5, 1.6, -5.5], [0.0, 0.3, 0.4], [0.6, -2.1, 5.1], [2.2, -0.1, -0.6], [0.6, 1.2, 0.2], [-2.7, -1.2, 0.3]], "lowdin_charge": [-0.09, -0.41, -0.06, 0.17, 0.07, 0.13, 0.12, 0.18, 0.07, 0.07, 0.16, 0.17, 0.13, 0.14, 0.08, 0.03, -0.01, -0.04, 0.05, 0.01, 0.01, 0.07, -0.05], "orbital_gap_ev": 11.4, "e_above_lowest_ev": 2.372, "energy_ev": -10995.4929, "total_charge": 1}


(5)
{"formula": "C3H17MgO6", "method": "ωB97M-V/def2-TZVPD", "symbols": ["Mg", "C", "C", "C", "O", "H", "H", "H", "H", "H", "H", "H", "O", "H", "H", "O", "H", "H", "O", "H", "H", "O", "H", "H", "O", "H", "H"], "positions_angstrom": [[0.439, -0.828, 1.031], [-1.623, 1.925, -1.059], [-0.927, 0.671, -1.724], [-0.258, 1.063, -2.988], [-0.171, -0.103, -0.786], [-1.066, 2.840, -0.853], [-1.990, 1.651, -0.070], [-2.464, 2.204, -1.694], [-1.734, 0.023, -2.065], [-0.116, 0.239, -3.687], [0.713, 1.485, -2.728], [-0.885, 1.779, -3.519], [0.342, 1.233, 1.593], [-0.003, 1.905, 2.181], [0.335, 1.644, 0.728], [2.504, -0.122, 0.698], [2.875, -0.864, 0.220], [2.947, 0.644, 0.333], [-1.389, -1.658, 1.427], [-2.102, -1.894, 0.834], [-1.649, -2.021, 2.273], [1.091, -1.037, 2.858], [0.700, -0.651, 3.642], [1.938, -1.370, 3.152], [0.825, -2.624, 0.324], [0.674, -2.585, -0.621], [0.994, -3.549, 0.501]], "forces_ev_per_angstrom": [[-0.9, 2.3, -2.2], [0.0, -1.0, 0.0], [-0.9, -0.4, 2.0], [1.0, 0.2, -0.5], [0.5, 0.2, 0.1], [0.7, 0.0, -0.5], [-0.4, -0.3, 0.0], [-0.1, 0.1, 0.1], [-0.6, 0.0, 0.2], [0.2, -0.2, 0.2], [0.1, 0.3, -0.4], [0.2, 0.2, 0.0], [0.0, 0.2, 0.6], [-0.2, 0.1, 0.3], [-0.2, -0.1, -0.9], [0.0, -0.8, 0.3], [0.4, -0.2, -0.3], [-0.1, 0.4, -0.1], [-0.3, 0.0, 0.7], [-0.1, 0.2, -0.6], [-0.1, -0.1, 0.4], [0.0, -0.6, 1.0], [-0.2, 0.2, 0.2], [0.4, -0.1, -0.1], [0.8, -0.7, -0.3], [-0.3, 0.4, -0.8], [0.1, -0.2, 0.4]], "lowdin_charge": [0.63, -0.06, -0.56, -0.08, -0.34, 0.07, 0.06, 0.07, 0.12, 0.08, 0.08, 0.08, -0.04, 0.10, 0.05, -0.02, 0.07, 0.10, -0.01, 0.10, 0.09, 0.00, 0.11, 0.11, -0.01, 0.09, 0.11], "orbital_gap_ev": 7.5, "e_above_lowest_ev": 0.483, "energy_ev": -21113.9620, "total_charge": 1}


(6)
{"formula": "C3H17N2O3", "method": "ωB97M-V/def2-TZVPD", "symbols": ["C", "N", "C", "N", "C", "H", "H", "H", "H", "H", "H", "H", "H", "H", "H", "H", "H", "H", "O", "H", "H", "O", "H", "H", "O"], "positions_angstrom": [[0.207, -1.326, -1.682], [0.766, -0.257, -2.515], [-0.183, -0.815, -0.280], [0.341, 0.570, -0.021], [1.805, 0.614, 0.183], [-0.672, -1.773, -2.139], [0.945, -2.105, -1.523], [0.007, 0.151, -3.048], [1.427, -0.639, -3.177], [-1.216, -0.794, -0.029], [0.270, -1.462, 0.470], [-0.184, 0.890, 0.804], [0.084, 1.096, -0.854], [2.236, -0.372, 0.104], [2.337, 1.276, -0.483], [1.986, 0.872, 1.228], [-1.727, 2.050, 2.427], [-2.245, 1.690, 0.981], [-1.805, 1.345, 1.772], [-3.248, 0.097, -1.929], [-3.577, -0.590, -0.664], [-2.946, 0.065, -1.010], [0.983, -0.219, 3.800], [2.533, -0.011, 4.097], [1.878, -0.353, 3.489]], "forces_ev_per_angstrom": [[-0.1, 0.2, 0.3], [-0.5, 0.0, 0.2], [1.1, -0.4, 0.6], [-0.3, -0.9, -0.4], [0.7, -0.1, 1.2], [-0.1, -0.2, 0.0], [0.1, -0.1, -0.3], [0.2, 0.1, -0.2], [0.1, 0.1, -0.1], [-0.8, 0.1, -0.4], [0.2, 0.1, 0.1], [0.0, 0.4, -0.1], [0.1, 0.3, 0.1], [-0.1, -0.3, -0.4], [-0.3, 0.2, -0.2], [0.0, 0.3, -0.1], [-0.2, 0.1, -0.2], [-0.2, 0.1, 0.4], [0.5, -0.2, -0.3], [0.2, 0.4, 0.0], [0.3, 0.3, 0.3], [-0.8, -0.5, -0.4], [0.1, 0.2, 0.6], [-0.3, 0.1, 0.4], [0.1, -0.3, -1.1]], "lowdin_charge": [-0.21, 0.01, -0.14, 0.00, -0.01, 0.11, 0.12, 0.08, 0.09, 0.08, 0.13, 0.12, 0.15, 0.10, 0.10, 0.08, 0.07, 0.05, -0.04, 0.06, 0.07, -0.06, 0.03, 0.05, -0.05], "orbital_gap_ev": 10.9, "e_above_lowest_ev": 1.402, "energy_ev": -12503.4588, "total_charge": 1}